[1]
Molecular formula: C47H137N13O18
Method: DFT, the ωB97M-V functional and the def2-TZVPD basis

```
215
Properties=species:S:1:pos:R:3
O 19.3507 19.6293 10.4015
O 10.1395 14.9531 16.0469
O 12.5465 17.0915 13.2218
O 17.2087 14.0419 19.2063
O 14.9393 17.6676 19.1703
O 13.2959 11.6340 20.8552
O 23.4928 17.0789 17.3984
O 16.5353 12.9584 12.4793
O 25.6788 18.8064 13.8407
O 19.6497 17.7816 15.9100
O 14.8182 16.7758 10.6556
O 15.9761 19.9432 18.9556
O 19.3802 16.3368 13.5540
O 22.2073 16.1199 13.3467
O 19.7080 21.7856 14.8048
O 15.7551 20.2908 16.2477
O 14.8836 19.3940 11.4017
O 22.2397 12.7120 17.9616
N 10.4759 17.7300 12.4871
N 18.0707 17.4740 7.9094
N 13.2253 15.2276 11.1255
N 22.9562 18.5741 14.8742
N 10.8689 12.1982 18.2223
N 26.7813 16.6273 16.0042
N 16.4902 12.6345 15.3995
N 14.7974 15.0109 9.3261
N 19.1202 14.3883 16.6418
N 14.8220 18.2968 15.8304
N 11.9230 19.2302 13.3716
N 14.9819 19.8670 14.1231
N 16.2447 22.5558 13.8196
C 17.7029 22.7238 13.8515
C 18.7610 18.2699 18.0456
C 20.0258 19.0979 7.6407
C 13.8425 17.4573 20.0110
C 14.3548 15.6881 10.4190
C 18.2851 21.6923 14.8685
C 25.3887 14.8307 17.0701
C 22.5128 19.7687 12.7120
C 26.3342 20.0395 13.9938
C 16.2581 22.3738 18.8054
C 11.3994 16.8970 16.8003
C 22.9535 15.1428 12.6503
C 14.7232 11.5240 20.7738
C 13.9120 16.2251 20.9403
C 27.5198 20.0047 14.9827
C 15.4842 14.7563 15.6435
C 10.3508 11.6601 20.5599
C 10.0717 16.0974 16.9386
C 16.4906 14.0890 13.4224
C 25.4050 16.1922 16.3640
C 15.6697 13.5571 14.6412
C 24.8855 17.3358 17.2311
C 21.0582 13.5391 17.8960
C 16.6601 21.0450 19.5147
C 15.2285 19.5102 15.4211
C 17.6449 15.0441 20.1442
C 12.7080 11.5926 19.5815
C 19.1434 18.2381 8.5370
C 22.6301 17.4019 12.7857
C 22.6132 18.0081 18.0402
C 18.2343 14.4527 21.3996
C 18.8034 20.4883 11.4035
C 11.6744 17.9492 13.0632
C 20.3852 20.7814 15.4979
C 21.1000 13.6970 15.3274
C 18.1519 24.1407 13.9918
C 18.4261 19.0719 9.4882
C 13.9639 20.2260 10.7697
C 14.5586 21.0852 9.6321
C 17.6060 13.1835 11.5860
C 18.4361 17.7309 16.6446
C 21.8962 11.4020 17.6139
C 20.2887 13.4632 16.6005
C 22.2268 18.5808 13.6266
C 18.6132 16.9693 12.6147
C 11.3606 12.3293 19.5684
C 17.4022 17.5862 13.2285
H 21.0153 11.0278 18.1773
H 11.3090 19.9772 13.1965
H 17.9928 16.7151 16.7402
H 14.4366 17.6382 15.2279
H 19.5496 17.3919 15.0235
H 26.0724 14.9184 17.8982
H 22.6538 17.9558 19.1228
H 22.9727 19.0355 17.7797
H 19.5668 15.2816 16.3120
H 19.5457 17.8176 18.6535
H 21.6035 17.8511 17.7163
H 11.3188 17.9082 17.3561
H 20.6600 19.6657 8.2748
H 15.0411 19.2172 13.3850
H 12.2399 16.2996 17.2859
H 18.5124 14.0013 15.9357
H 11.1344 12.9032 17.5429
H 15.1018 11.1982 21.7214
H 18.3263 16.1974 11.8162
H 19.1004 17.7783 12.0876
H 16.7724 18.0328 12.4755
H 18.0038 22.2700 12.8651
H 16.4718 15.2312 15.7910
H 19.8147 17.5225 9.1042
H 20.5543 18.4678 6.8980
H 22.0929 17.3741 11.9181
H 22.9458 17.6686 15.3882
H 11.5680 17.0994 15.7273
H 16.7147 11.7305 14.9664
H 10.1282 16.7862 12.6054
H 19.9186 12.4559 16.5234
H 17.8553 18.3040 18.6923
H 12.9264 19.5103 13.3471
H 16.8039 15.7896 20.2579
H 24.7966 16.1547 15.4875
H 10.3663 10.5793 20.3456
H 19.2186 24.1720 14.2202
H 15.6736 15.3656 8.9057
H 9.7861 18.4096 12.6093
H 9.8628 15.6959 17.9013
H 18.3360 16.7128 7.2464
H 25.0887 18.2970 16.7423
H 25.8515 14.0876 16.3936
H 15.1775 20.5009 8.9638
H 20.1286 20.8105 16.5892
H 14.5245 14.0243 9.2381
H 9.9072 11.9035 18.1947
H 26.6658 16.9869 15.0562
H 25.4038 17.3004 18.1903
H 16.6702 21.1198 20.6060
H 14.8682 18.4977 10.9716
H 17.9195 20.0095 11.8958
H 12.9162 14.2918 11.0863
H 14.9515 10.7486 19.9972
H 17.4584 24.5790 14.8047
H 21.6425 11.3686 16.5225
H 11.5616 13.3841 19.8646
H 14.8080 16.4030 21.5177
H 20.3363 13.3203 18.7008
H 13.9147 15.2560 20.4390
H 15.9697 20.0735 17.9814
H 13.5353 20.9223 11.4955
H 21.1208 18.5225 13.7232
H 19.0219 19.3580 17.9167
H 13.1443 19.6284 10.4033
H 12.6842 10.5541 19.2593
H 27.3088 19.7497 16.0428
H 17.5693 18.1434 7.3608
H 25.5993 20.8389 14.3117
H 19.4891 19.9166 7.1813
H 24.7674 18.8918 14.0385
H 17.7658 14.0580 18.4329
H 26.7207 20.3894 12.9935
H 17.7235 20.8314 19.2609
H 19.6723 20.7375 12.0919
H 16.7625 16.9762 13.8773
H 21.2547 14.6196 18.0453
H 18.6074 15.2367 22.0562
H 9.2315 16.7598 16.6341
H 17.6129 12.4830 10.8084
H 21.7532 19.7042 11.9770
H 14.7480 15.4538 15.2543
H 10.6878 11.8100 21.5971
H 16.6136 22.3021 17.7606
H 17.4501 14.3889 13.8597
H 15.8303 23.1195 13.1080
H 14.7524 13.1190 14.2210
H 17.7250 18.3982 9.9589
H 16.0179 14.9099 12.8991
H 10.9216 15.0099 15.5039
H 22.6112 19.2689 15.4984
H 24.4319 14.4740 17.3920
H 18.5920 13.2356 11.9946
H 13.6831 21.3456 9.1070
H 27.9933 21.0069 15.0617
H 23.4637 19.5650 12.2332
H 22.9742 15.3318 11.5734
H 18.4811 21.4503 10.9462
H 13.3352 12.1904 18.8942
H 17.7365 18.3637 13.9170
H 15.3614 18.5540 19.2613
H 21.4008 21.1466 15.3986
H 21.7813 14.5603 15.4720
H 15.0829 21.9235 9.9987
H 17.9264 21.8954 15.9192
H 27.4675 15.8947 15.9459
H 18.4062 15.7053 19.7361
H 22.6821 14.1844 12.8853
H 21.7455 12.8258 15.0760
H 20.1465 19.7260 15.1898
H 22.7599 10.7688 17.8357
H 12.8951 17.3788 19.4225
H 28.2358 19.2612 14.7057
H 15.9737 12.3999 16.2560
H 23.7372 17.4286 12.7540
H 15.2427 12.4170 20.4931
H 16.6350 23.2894 19.3002
H 13.6773 18.3353 20.6544
H 15.1163 14.3797 16.6314
H 15.1500 22.5896 18.8557
H 17.8812 24.7114 13.0647
H 22.4914 20.6932 13.1935
H 17.3347 14.1429 11.0956
H 19.1676 13.8414 21.1704
H 15.4435 20.7473 13.9082
H 20.3001 16.2418 13.2894
H 24.0687 15.2965 12.8832
H 17.9416 20.6508 14.5989
H 17.7168 18.4601 16.1558
H 13.0548 16.4155 21.6571
H 15.8879 22.7179 14.8254
H 17.5403 13.7751 21.8945
H 9.3832 12.1591 20.3925
H 14.9358 17.9996 16.8328
H 20.4669 13.8802 14.5047
H 13.1058 15.6944 12.0216
H 17.9346 19.8377 8.9108
```

**F_max**: 0.07826 hartree/bohr
**Orbital gap**: 8.9 eV

***

[2]
Molecular formula: C47H34F5N3O3P2S3Sc
Method: DFT, the ωB97M-V functional and the def2-TZVPD basis

```
98
Properties=species:S:1:pos:R:3
Sc -1.2684 0.1495 -0.3760
S 1.0649 2.6687 1.0861
S -3.2537 -2.3000 0.2729
S 1.2767 0.0058 -2.7799
P 1.9298 -0.5095 -0.9749
P 1.1478 0.7362 1.5051
F -3.2368 5.3531 0.3108
F -5.3991 -1.4077 1.4982
F -3.9920 2.5049 3.9229
F -3.9072 -2.2300 2.8369
F -5.1282 -3.5506 1.6383
O -2.6269 -0.9914 0.5760
O -4.0808 -2.3195 -0.9003
O -2.3811 -3.4182 0.4907
N -1.3562 2.2649 -1.7745
N -3.1942 0.2790 -2.0327
N -1.3627 -1.6134 -1.9940
C -2.1508 1.8790 0.8359
C -2.1405 -1.5822 -3.0824
C 3.0722 -0.8727 2.7480
C 3.5127 0.3654 -0.6779
C -5.2921 0.3402 -3.8309
C -2.7652 1.6879 2.0759
C -1.1026 -3.5597 -3.9389
C -1.6478 3.3762 -1.0758
C -0.6659 3.5993 -3.6323
C 5.8622 1.7855 -0.2130
C -3.2146 -0.5631 -3.0661
C 4.2596 -1.1450 3.4068
C -0.5206 -0.9254 3.0802
C -0.8643 4.7477 -2.8834
C -3.0114 4.1413 0.8936
C 2.7726 0.4236 2.3329
C -4.2442 -0.5445 -4.0016
C -4.4892 -2.3779 1.6451
C 3.7173 -3.9465 -2.3632
C 3.5969 1.7137 -1.0138
C 5.1630 -0.1203 3.6603
C -2.0015 -2.5174 -4.0970
C -2.2815 3.1545 0.2411
C -1.2830 -1.2162 4.2058
C -0.8497 0.9833 5.0716
C 0.7789 -0.4893 0.3293
C 2.5517 -2.2486 -1.1062
C -4.2063 1.1232 -1.8689
C -0.0896 1.2726 3.9509
C -1.4514 -0.2626 5.1981
C -3.4335 2.7147 2.7076
C -0.3793 -3.6480 -2.7650
C 2.7874 -4.4786 -0.2125
C -1.3672 4.6393 -1.6012
C -0.5364 -2.6404 -1.8310
C 3.2512 -2.6462 -2.2435
C 3.6755 1.4443 2.5940
C 4.8678 1.1719 3.2537
C 4.7658 2.4208 -0.7779
C 0.0752 0.3236 2.9443
C 2.3332 -3.1705 -0.0901
C 5.7877 0.4398 0.1159
C -0.9112 2.3836 -3.0227
C -3.5862 3.9594 2.1345
C -5.2849 1.1854 -2.7334
C 3.4805 -4.8675 -1.3494
C 4.6179 -0.2683 -0.1139
H -0.3950 -1.6658 2.3000
H 0.3096 -4.4586 -2.5721
H 1.7831 -2.8499 0.7876
H -0.9901 1.7324 5.8414
H 6.6380 -0.0608 0.5629
H 3.4349 2.4461 2.2600
H 3.8364 -5.8863 -1.4478
H 0.0255 -2.6435 -0.9108
H -6.1112 0.3562 -4.5384
H 4.8178 3.4729 -1.0302
H 6.7746 2.3385 -0.0229
H -2.7332 0.7238 2.5735
H -6.0908 1.8811 -2.5473
H 5.5714 1.9739 3.4441
H -1.7543 -2.1862 4.2987
H 2.7392 2.2001 -1.4590
H 4.5629 -1.3139 0.1588
H 2.3613 -1.6658 2.5464
H 4.2599 -4.2476 -3.2516
H 3.4092 -1.9243 -3.0360
H -4.1469 4.7496 2.6127
H -2.5888 -2.4425 -5.0002
H 0.3661 2.2476 3.8202
H -4.2489 -1.2323 -4.8337
H -0.9861 -4.3055 -4.7148
H -1.5343 5.5251 -1.0116
H -4.1437 1.7798 -1.0087
H -2.0602 -0.4872 6.0659
H -0.7282 1.4598 -3.5521
H 4.4850 -2.1581 3.7197
H 2.5956 -5.1924 0.5797
H 6.0944 -0.3300 4.1732
H -0.6409 5.7237 -3.2967
H -0.3023 3.6328 -4.6497
```

**F_max**: 0.03834 hartree/bohr
**Relative energy (zero: lowest compared OMol25 entry of this formula, charge and spin)**: 20.0 kcal/mol
**Total charge**: -1
**Orbital gap**: 6.3 eV

***

[3]
Molecular formula: C47H34N8O2RuS2
Method: DFT, the ωB97M-V functional and the def2-TZVPD basis

```
94
Properties=species:S:1:pos:R:3
Ru -0.0933 -0.0825 0.2201
S 1.6263 0.1537 -2.9196
S -1.4961 -1.1767 3.4214
O 1.0562 0.8660 -1.7112
O -1.5673 -0.2668 2.2153
N -0.0991 1.7570 0.9336
N -2.1363 -1.8852 -1.7130
N -0.1100 -1.9524 -0.4436
N -2.1784 2.5192 0.0185
N 1.7531 1.5901 2.4401
N 1.4793 -0.5229 1.3294
N 1.7824 -2.8315 0.7285
N -1.7853 0.2822 -0.7509
C 0.4113 3.6396 2.1617
C 2.0700 0.3323 2.2198
C 0.7647 2.2485 1.8566
C 0.9338 4.5615 3.0388
C 0.5305 -6.3111 -1.8435
C 0.8000 -2.9198 -0.1464
C 4.9017 -0.9500 4.3988
C -2.5365 -0.6758 -1.3586
C -2.6479 -3.1107 1.8124
C 5.0579 -2.4001 -1.2764
C 0.3212 5.8174 3.0952
C -5.0255 -0.7452 -2.0926
C -1.0427 2.7068 0.6620
C 3.8296 -0.3140 -1.3236
C -1.0089 -2.4545 -1.3417
C 4.8664 -1.0916 -0.8329
C 6.2007 -3.2243 -0.7595
C 3.1377 -2.1509 -2.7236
C 3.1254 -1.6930 2.4353
C -0.5588 -5.9964 -2.6442
C -2.7653 -4.3936 1.3042
C -1.9072 -5.3960 1.7439
C -3.1282 -1.0152 4.1856
C -0.6107 -3.8136 -1.7170
C -0.9265 -5.1166 2.6838
C 1.0886 -5.3677 -0.9788
C -1.3033 5.1807 1.4132
C 4.0051 0.0062 3.9245
C -1.1479 -4.7320 -2.5933
C -6.1956 0.0164 -2.0914
C -0.7043 3.9417 1.3707
C 4.0022 -2.6448 2.9144
C -5.0697 1.8767 -1.0126
C 2.9803 -0.8456 -2.2808
C 4.1731 -2.9215 -2.2171
C -2.5599 1.3888 -0.5380
C -0.7683 6.1238 2.2948
C -6.2176 1.2975 -1.5561
C 0.5064 -4.1212 -0.9341
C -3.9107 1.1307 -1.0318
C 2.0762 -1.7481 1.4214
C -1.6798 -2.8466 2.7707
C -0.8086 -3.8339 3.2038
C 2.6257 1.4144 -3.7464
C 4.9012 -2.2493 3.9026
C -3.8928 -0.1693 -1.5598
C 3.1273 -0.3823 2.9331
H -0.9608 -6.7444 -3.3140
H 3.4081 1.7603 -3.0753
H 6.7845 -3.6305 -1.5856
H 5.6099 -0.6791 5.1701
H -0.2585 -5.8987 3.0196
H 3.9881 1.0128 4.3197
H 3.0539 0.9852 -4.6517
H -2.0058 -6.3977 1.3460
H -5.0009 -1.7498 -2.4928
H 4.2997 -3.9369 -2.5734
H -5.0886 2.8698 -0.5847
H 6.8622 -2.6322 -0.1297
H -3.3086 -2.3205 1.4730
H 1.9422 -5.6036 -0.3566
H -7.1439 1.8555 -1.5570
H -3.8859 -1.4481 3.5380
H 1.9574 2.2324 -4.0082
H 2.4664 -2.5509 -3.4754
H -3.2978 0.0521 4.3123
H -1.9872 -4.4696 -3.2237
H 0.9551 -7.3049 -1.8916
H -3.1116 -1.5171 5.1521
H 5.5425 -0.6684 -0.0995
H 3.9835 -3.6584 2.5364
H 5.6039 -2.9690 4.3005
H 3.6915 0.7037 -0.9763
H -3.5302 -4.6132 0.5703
H -2.1527 5.4067 0.7829
H 5.8336 -4.0717 -0.1760
H -1.2190 7.1045 2.3616
H -7.1015 -0.4017 -2.5084
H 0.7055 6.5645 3.7762
H -0.0548 -3.6047 3.9482
H 1.7803 4.3141 3.6648
```

**F_max**: 0.02721 hartree/bohr
**Total charge**: +2
**Orbital gap (spin up / spin down)**: 4.7 / 4.7 eV

***

no.,M (g mol⁻¹),calculated total energy (a.u.)
1,1172.7,-3938.93817
2,986.9,-5339.04426
3,908.0,-3290.84021